Record 1
ORCA calculation (ωB97M-V with the def2-TZVPD basis set) on a molecular structure, C23H22BiN5O3S.

Each line ends with the natural charge from an NBO analysis.
Cartesian coordinates (Å):
Bi: 0.23 -0.68 1.14  1.667
S: -2.06 0.09 0.22  -0.182
O: 0.00 3.41 1.81  -0.482
O: 1.87 3.02 -0.16  -0.501
O: -0.47 1.06 -4.09  -0.492
N: 1.75 -0.47 -0.67  -0.552
N: -0.17 0.24 3.32  -0.532
N: -0.84 1.21 -1.88  -0.665
N: 0.83 1.38 1.08  -0.843
N: -2.31 2.58 -0.71  -0.513
C: -1.58 5.10 -4.79  -0.193
C: -0.52 2.33 4.40  -0.177
C: 2.13 0.79 -0.90  0.109
C: -1.70 1.44 -0.87  0.415
C: -0.50 5.57 -2.68  -0.219
C: -0.72 1.84 -3.21  0.705
C: -0.83 0.28 5.60  -0.207
C: 3.47 0.11 -2.74  -0.093
C: 1.60 1.87 0.03  0.651
C: 3.08 -1.21 -2.49  -0.207
C: 2.22 -1.46 -1.44  0.058
C: -4.66 3.15 -0.22  -0.412
C: 2.99 1.13 -1.93  -0.181
C: 0.21 2.25 2.00  0.653
C: -0.18 1.58 3.30  0.100
C: -5.25 1.84 -0.73  -0.618
C: -1.11 6.01 -3.85  -0.147
C: -0.39 4.21 -2.43  -0.168
C: -0.49 -0.40 4.45  0.064
C: -3.25 2.98 0.34  -0.222
C: -0.88 3.29 -3.37  -0.261
C: -0.85 1.67 5.58  -0.102
C: -1.45 3.74 -4.56  -0.131
H: -0.48 -1.49 4.42  0.224
H: 4.14 0.33 -3.55  0.258
H: -5.27 3.56 0.58  0.238
H: -0.52 3.41 4.33  0.270
H: -6.26 2.00 -1.10  0.247
H: -3.24 2.22 1.12  0.220
H: -0.10 6.28 -1.97  0.241
H: 0.11 3.88 -1.53  0.227
H: 3.44 -2.02 -3.09  0.263
H: -1.80 3.02 -5.28  0.245
H: -2.04 5.45 -5.70  0.244
H: -4.67 1.42 -1.56  0.196
H: -1.11 2.22 6.47  0.257
H: 1.90 -2.47 -1.20  0.225
H: 3.27 2.16 -2.06  0.274
H: -2.87 3.91 0.76  0.238
H: -2.13 3.29 -1.42  0.450
H: -1.20 7.07 -4.04  0.242
H: -0.66 0.22 -2.03  0.431
H: -1.08 -0.27 6.50  0.261
H: -4.64 3.90 -1.02  0.215
H: -5.30 1.10 0.07  0.211

Summary:
highest occupied orbital energy	-14.752	eV
E_tot	-54463.90224	eV
net charge	+2
HOMO-LUMO gap	7.69	eV


Record 2
ORCA calculation (ωB97M-V with the def2-TZVPD basis set) on a molecular structure, C38H70Br3F12N7O15.

Each line ends with the Mulliken spin population.
Cartesian coordinates (Å):
Br: -4.65 -4.04 3.02  0.000
Br: -6.23 -1.84 4.59  0.000
Br: -4.89 -1.11 1.69  0.000
F: -5.57 -2.52 -8.84  0.000
F: 2.24 7.39 0.67  0.000
F: -7.19 -1.96 -2.84  0.000
F: -0.38 -3.38 5.94  0.000
F: -5.09 -0.79 -10.09  0.000
F: -7.46 -1.60 -0.68  0.000
F: 0.65 -2.70 4.13  0.000
F: -3.59 -2.19 -9.34  0.000
F: -0.29 -1.22 5.51  0.000
F: 1.01 7.96 -1.19  0.000
F: -5.50 -1.77 -1.48  0.000
F: 2.43 6.55 -1.13  0.000
O: -0.79 0.93 -5.64  0.000
O: 3.06 2.53 2.67  0.000
O: -6.05 0.99 -1.37  0.000
O: 4.97 -4.39 -0.61  0.753
O: 5.74 -3.48 1.75  0.083
O: 2.39 -3.48 6.32  0.000
O: -4.86 0.44 -7.73  0.000
O: -3.71 -1.23 -6.81  0.000
O: 2.07 -1.24 6.75  0.000
O: 6.44 -2.12 -0.88  0.037
O: 0.79 4.79 -0.11  0.000
O: -7.18 0.42 -3.41  0.000
O: -2.95 1.67 1.95  0.000
O: 0.87 -1.57 0.36  0.000
O: -0.61 6.42 0.53  0.000
N: 3.68 3.44 4.68  0.000
N: 5.05 -0.35 -1.17  0.008
N: -4.68 1.86 3.35  0.000
N: 1.29 0.40 -6.39  0.000
N: -1.15 -0.37 0.44  0.000
N: 3.48 -4.05 -2.19  0.033
N: 4.88 -2.02 3.18  0.015
C: -5.84 -2.55 2.77  0.000
C: 3.28 -1.23 7.50  0.000
C: 4.77 -0.78 2.38  0.003
C: 0.05 3.77 0.65  0.000
C: 0.39 -0.41 -4.16  0.000
C: 0.29 0.41 -5.44  0.000
C: -4.66 -1.55 -9.04  0.000
C: 3.72 -0.86 -1.12  -0.002
C: -7.46 1.70 -3.97  0.000
C: 1.52 7.02 -0.37  0.000
C: 7.40 -0.01 -1.47  0.004
C: 3.79 -4.43 -0.92  -0.020
C: -3.67 -0.66 -5.51  0.000
C: -4.01 2.21 2.27  0.000
C: 4.95 -4.36 3.86  0.002
C: 2.98 4.78 2.75  0.000
C: 3.33 3.47 3.39  0.000
C: 3.10 -0.97 9.04  0.000
C: -7.57 1.69 -5.51  0.000
C: 5.29 -3.22 2.88  -0.003
C: 0.12 -0.70 0.91  0.000
C: 0.36 -2.39 5.39  0.000
C: 2.78 -4.73 0.19  0.062
C: -3.94 -1.72 -4.42  0.000
C: 1.15 1.17 -7.59  0.000
C: 3.84 2.17 5.39  0.000
C: 2.16 -4.20 -2.66  0.007
C: 0.40 6.00 0.04  0.000
C: 1.72 -2.44 6.12  0.000
C: -0.91 3.09 -0.29  0.000
C: -6.65 0.21 -2.11  0.000
C: -1.80 -0.91 -0.77  0.000
C: 6.28 -0.94 -1.13  -0.002
C: -4.48 3.40 1.45  0.000
C: 0.55 -0.17 2.25  0.000
C: -6.73 -1.30 -1.80  0.000
C: -4.36 -0.66 -7.85  0.000
C: -4.25 1.03 4.45  0.000
H: -6.56 1.62 -5.92  0.000
H: 2.02 1.55 -8.13  0.000
H: -4.04 -1.18 -3.47  0.000
H: 4.02 4.25 5.17  0.000
H: -8.27 0.97 -5.94  0.000
H: 2.12 -5.24 -2.99  -0.001
H: 3.09 4.76 1.66  0.000
H: -1.31 2.17 0.12  0.000
H: -1.37 -1.85 -1.09  0.000
H: 1.26 -1.06 -4.21  0.000
H: -1.63 3.75 -0.78  0.000
H: 7.67 -0.18 -2.51  0.000
H: 1.28 0.63 2.16  0.000
H: 3.79 -0.32 7.21  0.000
H: 4.43 -5.20 3.40  0.001
H: -4.42 0.13 -5.45  0.000
H: 4.60 -1.77 4.11  0.000
H: -2.84 -1.04 -0.47  0.000
H: 4.89 1.86 5.46  0.000
H: -4.87 -2.27 -4.52  0.000
H: 0.75 3.06 1.09  0.000
H: 0.24 0.23 -3.29  0.000
H: -3.07 -2.37 -4.46  0.000
H: 3.77 -0.63 1.97  0.001
H: -3.85 3.71 0.62  0.000
H: 0.69 2.11 -7.29  0.000
H: 2.76 0.05 9.25  0.000
H: -4.44 4.31 2.04  0.000
H: -5.10 0.68 5.04  0.000
H: 7.10 1.00 -1.17  0.000
H: 1.49 -4.13 -1.81  -0.001
H: 2.29 -1.53 9.52  0.000
H: 5.91 -4.76 4.20  0.000
H: 5.47 -0.92 1.56  -0.003
H: 3.05 -0.01 -0.97  0.000
H: -6.70 2.35 -3.55  0.000
H: -5.48 2.42 3.59  0.000
H: -5.39 3.28 0.86  0.000
H: -6.69 -2.90 2.19  0.000
H: 4.34 -3.84 -2.69  0.003
H: 3.97 -1.16 9.68  0.000
H: -0.59 4.14 1.45  0.000
H: 8.22 -0.34 -0.83  0.000
H: 3.86 5.40 2.95  0.000
H: 3.67 -1.68 -0.40  -0.004
H: -3.59 0.21 4.15  0.000
H: -1.70 0.32 0.94  0.000
H: -0.55 -0.95 -4.19  0.000
H: -0.23 2.69 -1.04  0.000
H: 3.16 -4.80 1.21  0.003
H: 2.14 -0.06 -6.10  0.000
H: 2.30 -3.77 0.35  0.007
H: -3.67 1.76 5.01  0.000
H: -2.69 -0.30 -5.19  0.000
H: -7.60 2.72 -5.85  0.000
H: 5.10 0.65 -1.36  0.000
H: 3.52 -1.38 -2.06  0.003
H: -0.31 -0.01 2.90  0.000
H: 3.37 2.27 6.37  0.000
H: -8.44 1.93 -3.54  0.000
H: 4.27 -3.89 4.57  0.001
H: 3.90 -2.12 7.39  0.000
H: 0.62 0.76 -8.46  0.000
H: 1.84 -3.51 -3.44  0.002
H: 3.43 1.39 4.75  0.000
H: -1.87 -0.26 -1.64  0.000
H: 2.19 -5.60 -0.10  0.007
H: 2.18 5.37 3.20  0.000
H: 1.27 -0.89 2.66  0.000
H: 5.08 0.11 2.92  0.000

Summary:
⟨S²⟩	0.756
highest occupied orbital energy (spin up / spin down)	-11.438 / -11.437	eV
E_tot	-324411.79013	eV
spin multiplicity	2
net charge	+1
HOMO-LUMO gap (spin up / spin down)	9.53 / 4.79	eV


Record 3
ORCA calculation (ωB97M-V with the def2-TZVPD basis set) on a molecular structure, C26H22IMgP2S2.

Each line ends with the natural charge from an NBO analysis.
Cartesian coordinates (Å):
I: -14.41 -8.12 1.50  -0.054
S: -17.32 -6.88 -3.38  -0.853
S: -19.33 -7.01 0.34  -0.808
P: -17.41 -5.01 -2.49  1.443
P: -18.36 -5.19 0.28  1.408
Mg: -16.95 -7.34 -1.03  1.662
C: -15.27 -3.24 -2.39  -0.108
C: -18.01 -4.48 4.21  -0.225
C: -21.85 -2.86 -0.06  -0.214
C: -19.15 -2.45 0.08  -0.206
C: -14.25 -2.52 -2.94  -0.259
C: -19.21 -3.22 -3.56  -0.212
C: -21.53 -3.55 -4.12  -0.224
C: -16.27 -5.02 2.13  -0.178
C: -15.08 -3.01 -5.24  -0.244
C: -16.08 -3.76 -4.68  -0.150
C: -19.57 -3.79 0.15  -0.283
C: -15.44 -8.71 -0.32  -1.188
C: -18.55 -4.78 2.99  -0.177
C: -21.38 -1.57 -0.12  -0.214
C: -20.45 -2.75 -4.00  -0.212
C: -21.40 -4.86 -3.66  -0.218
C: -20.21 -5.43 -3.27  -0.165
C: -16.18 -3.93 -3.25  -0.436
C: -17.12 -5.25 -0.83  -1.752
C: -20.01 -1.35 -0.07  -0.231
C: -17.66 -4.92 1.94  -0.391
C: -20.97 -3.93 0.07  -0.210
C: -16.63 -4.58 4.40  -0.212
C: -19.02 -4.55 -3.19  -0.383
C: -15.72 -4.73 3.38  -0.216
C: -14.18 -2.46 -4.32  -0.194
H: -20.48 -1.71 -4.40  0.200
H: -22.55 -3.20 -4.36  0.209
H: -13.42 -1.97 -2.42  0.213
H: -13.30 -1.88 -4.62  0.196
H: -14.65 -4.77 3.49  0.214
H: -16.79 -4.27 -5.26  0.219
H: -15.64 -5.08 1.19  0.256
H: -15.31 -3.41 -1.27  0.246
H: -15.66 -9.79 -0.18  0.193
H: -18.09 -2.31 0.11  0.215
H: -22.22 -5.54 -3.65  0.203
H: -14.67 -8.63 -1.10  0.190
H: -22.07 -0.79 -0.36  0.201
H: -19.59 -4.80 2.76  0.220
H: -20.13 -6.46 -2.91  0.254
H: -22.90 -3.05 -0.11  0.202
H: -19.61 -0.33 -0.20  0.209
H: -21.44 -4.87 0.00  0.226
H: -15.08 -2.95 -6.32  0.217
H: -18.45 -2.43 -3.48  0.221
H: -18.69 -4.27 5.05  0.202
H: -16.27 -4.50 5.40  0.196

Summary:
highest occupied orbital energy	-4.303	eV
E_tot	-81115.44789	eV
relative energy (zero: lowest compared OMol25 entry of this formula, charge and spin)	0.308	eV
net charge	-1
HOMO-LUMO gap	6.96	eV


Record 4
ORCA calculation (ωB97M-V with the def2-TZVPD basis set) on a molecular structure, C4H11NO2.

Each line ends with the natural charge from an NBO analysis.
Cartesian coordinates (Å):
O: 2.75 -0.97 -0.82  -0.850
O: 1.47 0.27 1.57  -0.701
N: -1.28 -0.74 0.89  -0.875
C: 1.04 -0.76 -0.56  -0.125
C: 1.20 0.40 0.26  0.168
C: -0.78 0.47 0.26  -0.102
C: -1.59 1.04 -0.89  -0.650
H: -0.82 1.20 1.07  0.185
H: -1.66 -1.36 0.18  0.357
H: 1.64 1.28 -0.21  0.209
H: 0.73 -0.27 1.95  0.491
H: -1.14 1.97 -1.22  0.222
H: 3.17 -1.25 0.01  0.452
H: -2.61 1.27 -0.58  0.211
H: 0.78 -1.70 -0.09  0.221
H: -2.06 -0.57 1.52  0.369
H: -1.63 0.35 -1.73  0.199
H: 0.78 -0.64 -1.60  0.219

Summary:
highest occupied orbital energy	-8.205	eV
E_tot	-9908.19457	eV
relative energy (zero: lowest compared OMol25 entry of this formula, charge and spin)	4.047	eV
HOMO-LUMO gap	8.99	eV


Record 5
ORCA calculation (ωB97M-V with the def2-TZVPD basis set) on a molecular structure, C28H48AsMgN4O3PSi2.

Each line ends with the Mulliken charge.
Cartesian coordinates (Å):
As: -3.19 0.30 0.01  -0.696
P: 1.66 1.61 0.64  -1.299
Si: -3.91 0.62 -2.19  0.620
Si: -4.29 -1.67 0.52  0.626
Mg: -0.74 0.03 -0.59  1.079
O: 0.17 1.40 0.56  -1.209
O: -0.36 0.11 -2.47  -0.374
O: 1.48 -0.32 -3.70  -0.751
N: 2.33 0.24 1.29  0.681
N: 2.12 2.85 1.61  0.626
N: 2.30 1.88 -0.84  1.017
N: 0.22 -1.93 -0.86  0.644
C: 0.93 -1.82 -1.97  0.664
C: 2.17 4.25 1.12  -0.335
C: 1.56 2.68 -1.87  -0.066
C: -3.67 -2.40 2.15  -1.103
C: 2.50 -1.60 2.73  -0.437
C: 1.54 -5.12 0.48  -0.761
C: -6.10 -1.26 0.83  -1.114
C: -3.17 2.26 -2.71  -0.874
C: 0.42 -3.03 -0.06  -0.325
C: 2.59 2.79 -2.99  -0.696
C: -3.42 -0.64 -3.49  -0.909
C: 1.69 2.83 3.03  -0.222
C: -0.39 -3.19 1.09  0.019
C: 1.89 -2.76 -2.37  -0.830
C: 2.12 -3.84 -1.58  -0.910
C: 1.37 4.29 3.35  -0.836
C: 3.75 -0.74 2.92  -0.908
C: 3.76 1.94 -1.09  -0.372
C: 3.91 2.93 -2.24  -0.810
C: 1.37 -4.01 -0.38  1.023
C: 0.77 -5.25 1.60  -0.783
C: 2.29 5.06 2.40  -0.724
C: 3.75 0.14 1.66  -0.389
C: -5.77 0.78 -2.26  -1.189
C: 0.68 -0.57 -2.82  0.504
C: -4.22 -3.05 -0.74  -1.117
C: -0.21 -4.27 1.90  -0.354
C: 1.50 -0.59 2.19  0.216
H: -3.53 2.56 -3.69  0.369
H: -6.67 -2.16 1.09  0.337
H: 3.65 -0.13 3.81  0.299
H: -6.15 1.38 -1.43  0.316
H: -0.84 -4.39 2.77  0.513
H: 3.02 4.39 0.45  -0.036
H: 1.26 4.53 0.59  0.301
H: 4.31 -0.34 0.86  0.350
H: -3.12 -1.67 2.75  0.314
H: -6.07 1.25 -3.20  0.396
H: 2.43 -2.58 -3.29  0.579
H: 4.19 1.12 1.85  0.307
H: -3.04 -3.27 1.99  0.135
H: 4.01 3.95 -1.84  0.242
H: -3.19 -3.24 -1.07  0.223
H: 2.37 3.63 -3.65  0.467
H: -2.08 2.18 -2.76  -0.014
H: -1.15 -2.45 1.29  -0.258
H: 0.90 -6.10 2.26  0.423
H: 2.86 -4.59 -1.85  0.446
H: -4.00 -0.47 -4.39  0.422
H: -4.54 -2.72 2.74  0.451
H: -2.36 -0.53 -3.73  0.108
H: 1.54 4.52 4.40  0.408
H: 0.68 -1.06 1.66  -0.835
H: 2.50 2.45 3.66  0.190
H: -6.26 -0.20 -2.21  0.279
H: 2.67 -2.38 1.99  0.107
H: 2.15 -2.07 3.65  0.426
H: -3.42 3.04 -1.99  0.279
H: -4.62 -3.98 -0.30  0.404
H: -4.82 -2.81 -1.62  0.339
H: 1.99 6.10 2.26  0.393
H: -6.56 -0.80 -0.04  0.241
H: 2.57 1.87 -3.58  0.177
H: 4.30 2.25 -0.20  0.266
H: 4.67 -1.32 3.01  0.437
H: 1.30 3.67 -1.49  0.425
H: 0.33 4.50 3.12  0.329
H: 1.06 -0.01 3.01  0.345
H: 4.12 0.95 -1.38  0.260
H: 3.31 5.04 2.77  0.318
H: -6.17 -0.55 1.65  0.272
H: 0.66 2.18 -2.19  -0.402
H: 0.82 2.19 3.18  0.238
H: -3.58 -1.67 -3.16  0.221
H: 4.78 2.72 -2.85  0.444
H: 2.28 -5.87 0.23  0.422

Summary:
highest occupied orbital energy	-6.619	eV
E_tot	-133254.66202	eV
relative energy (zero: lowest compared OMol25 entry of this formula, charge and spin)	0.000	eV
HOMO-LUMO gap	6.16	eV


Record 6
ORCA calculation (ωB97M-V with the def2-TZVPD basis set) on a single BrH3N2O2S molecule.

Each line ends with the natural charge from an NBO analysis.
Cartesian coordinates (Å):
Br: 1.05 -1.83 -0.21  0.426
S: 1.87 0.54 -0.12  2.037
O: 2.45 0.87 -1.40  -0.855
O: 2.60 0.62 1.09  -0.897
N: 0.45 1.39 0.32  -1.000
N: -0.52 -2.17 0.71  -0.810
H: -0.34 1.37 -0.30  0.397
H: 0.24 1.20 1.20  0.390
H: -1.21 -1.62 0.20  0.312

Summary:
highest occupied orbital energy (spin up / spin down)	-8.672 / -9.543	eV
E_tot	-87996.78538	eV
relative energy (zero: lowest compared OMol25 entry of this formula, charge and spin)	2.995	eV
HOMO-LUMO gap (spin up / spin down)	6.92 / 7.92	eV


Record 7
ORCA calculation (ωB97M-V with the def2-TZVPD basis set) on a molecular structure, C20H32BeN6O7.

Each line ends with the natural charge from an NBO analysis.
Cartesian coordinates (Å):
O: -0.05 -0.07 0.41  -0.786
O: -4.96 -2.97 -0.78  -0.949
O: -1.60 -3.06 0.27  -0.555
O: -5.55 -0.10 -2.97  -0.430
O: -0.10 1.88 -2.38  -0.520
O: 1.73 -0.16 -2.48  -0.570
O: -2.91 -0.38 0.83  -0.412
N: 1.59 2.21 2.31  -0.177
N: 0.86 -0.98 -1.83  -0.149
N: -0.73 -2.31 -0.51  -0.200
N: -2.48 0.08 -0.23  -0.151
N: 1.41 0.96 1.82  -0.253
N: -1.03 1.26 -1.75  -0.170
C: 3.49 -1.75 3.31  -0.207
C: -3.04 1.28 -0.65  0.121
C: -1.52 -1.09 -3.00  -1.212
C: 2.79 -2.57 -1.61  -0.678
C: 0.87 -4.19 0.00  -0.678
C: 0.47 -2.88 -0.61  0.201
C: 1.39 -2.11 -1.37  0.150
C: 0.57 4.48 2.13  -0.663
C: 3.24 -0.34 0.90  -0.236
C: 0.33 0.97 0.96  0.629
C: -2.48 3.25 -2.22  -0.664
C: 2.73 2.53 3.13  -0.415
C: 0.62 3.02 1.82  0.239
C: 2.40 -0.06 1.97  0.195
C: -4.37 1.70 -0.15  -0.664
C: -0.20 2.30 1.03  -0.403
C: -2.20 1.95 -1.54  0.113
C: 2.50 -0.77 3.17  -0.229
C: 4.36 -2.02 2.25  -0.210
C: 4.23 -1.32 1.04  -0.201
Be: -0.92 -0.50 -1.04  1.626
H: 4.93 -1.51 0.21  0.226
H: 0.40 4.70 3.20  0.233
H: -4.10 -2.91 -1.20  0.467
H: -5.53 -2.33 -1.27  0.483
H: 1.80 -0.53 3.97  0.230
H: -1.05 2.64 0.45  0.248
H: 3.11 0.22 -0.03  0.245
H: -2.55 -1.18 -3.36  0.162
H: 2.72 1.98 4.07  0.212
H: 3.19 -3.07 -0.71  0.228
H: 1.49 -4.05 0.90  0.237
H: -1.00 -0.29 -3.54  0.183
H: -0.31 4.87 1.58  0.245
H: 2.65 3.60 3.35  0.228
H: -1.73 4.00 -1.94  0.231
H: 3.69 2.35 2.61  0.216
H: -5.09 0.91 -0.39  0.243
H: -2.50 -2.69 0.22  0.505
H: 1.46 5.04 1.76  0.234
H: -0.95 -2.03 -2.84  0.184
H: -4.65 2.61 -0.66  0.214
H: 5.15 -2.78 2.35  0.224
H: -0.01 -4.79 0.26  0.258
H: -4.74 -0.18 -3.51  0.426
H: 3.58 -2.30 4.25  0.225
H: -3.48 3.58 -1.92  0.215
H: 2.77 -3.30 -2.43  0.239
H: -4.35 1.88 0.93  0.238
H: 1.50 -4.73 -0.72  0.225
H: -2.44 3.08 -3.29  0.241
H: 1.18 0.69 -2.63  0.520
H: 3.42 -1.72 -1.89  0.245

Summary:
highest occupied orbital energy (spin up / spin down)	-6.118 / -5.920	eV
E_tot	-44924.66147	eV
relative energy (zero: lowest compared OMol25 entry of this formula, charge and spin)	0.078	eV
HOMO-LUMO gap (spin up / spin down)	5.96 / 4.10	eV